[1]
Formula: C34H27N3O2OsP
Source: OMol25
Level of theory: wB97M-V/def2-TZVPD

Its LUMO energy (spin up / spin down) is -2.90 / -4.91 eV. The energy above the lowest of the compared OMol25 structures with the same formula, charge and spin is 43.9 kJ/mol. The calculation puts the HOMO energy (spin up / spin down) at -10.66 / -10.88 eV. As for the spin multiplicity: 5. The charge is +1. The HOMO-LUMO gap (spin up / spin down) is 7.77 / 5.97 eV.

Geometry (Å):
Os (-0.414, -0.020, -0.401)
C (-4.165, -2.350, -0.969)
C (-5.133, -1.418, -0.623)
C (-4.754, -0.146, -0.236)
C (-3.406, 0.183, -0.204)
N (-2.478, -0.739, -0.534)
C (-2.842, -1.971, -0.904)
C (-2.853, 1.500, 0.143)
C (-3.649, 2.594, 0.446)
C (-3.066, 3.823, 0.719)
C (-1.685, 3.966, 0.688)
C (-0.879, 2.879, 0.402)
C (-1.442, 1.624, 0.128)
H (-4.427, -3.351, -1.279)
H (-6.182, -1.682, -0.658)
H (-5.498, 0.590, 0.029)
H (-2.034, -2.650, -1.145)
H (-4.727, 2.507, 0.460)
H (-3.694, 4.673, 0.950)
H (-1.236, 4.929, 0.894)
H (0.196, 2.998, 0.396)
C (1.937, -0.346, 7.089)
C (1.925, -1.323, 6.100)
C (1.349, -1.058, 4.869)
C (0.774, 0.187, 4.614)
C (0.784, 1.157, 5.614)
C (1.368, 0.893, 6.847)
P (0.018, 0.659, 3.019)
C (-0.808, -0.905, 2.515)
C (-0.171, -1.990, 1.901)
C (-0.868, -3.165, 1.642)
C (-2.204, -3.274, 1.998)
C (-2.852, -2.198, 2.596)
C (-2.162, -1.022, 2.842)
C (1.466, 0.690, 1.900)
C (2.728, 1.012, 2.385)
C (3.796, 1.209, 1.518)
C (3.624, 1.092, 0.145)
C (2.379, 0.765, -0.359)
C (1.284, 0.558, 0.504)
H (2.388, -0.557, 8.050)
H (2.366, -2.293, 6.291)
H (1.346, -1.827, 4.106)
H (0.330, 2.123, 5.426)
H (1.371, 1.654, 7.616)
H (0.882, -1.932, 1.652)
H (-0.357, -3.996, 1.174)
H (-2.741, -4.195, 1.813)
H (-3.895, -2.280, 2.874)
H (-2.669, -0.184, 3.307)
H (2.885, 1.111, 3.452)
H (4.770, 1.459, 1.921)
H (4.456, 1.255, -0.527)
H (2.249, 0.679, -1.432)
C (1.135, -3.561, -3.362)
N (0.685, -2.185, -3.561)
C (0.662, -1.581, -4.812)
C (0.266, -0.316, -4.986)
C (-0.161, 0.498, -3.842)
O (-0.531, 1.647, -3.903)
N (-0.099, -0.183, -2.621)
C (0.294, -1.446, -2.506)
O (0.280, -1.923, -1.313)
H (1.425, -3.969, -4.325)
H (0.334, -4.165, -2.941)
H (1.988, -3.584, -2.687)
H (0.988, -2.211, -5.627)
H (0.255, 0.135, -5.966)

natural (NBO) atomic charge list, values in e, 2 entries: Os 1.588; C -0.254

[2]
Formula: C34H27N3O2OsP
Source: OMol25
Level of theory: wB97M-V/def2-TZVPD

Its LUMO energy (spin up / spin down) is -2.64 / -4.93 eV. The energy above the lowest of the compared OMol25 structures with the same formula, charge and spin is 86.5 kJ/mol. The calculation puts the HOMO energy (spin up / spin down) at -10.51 / -10.54 eV. As for the spin multiplicity: 5. The charge is +1. The HOMO-LUMO gap (spin up / spin down) is 7.87 / 5.61 eV.

Geometry (Å):
Os (-0.299, 0.833, 0.502)
C (-0.466, 4.717, 3.209)
C (-0.393, 5.700, 2.231)
C (-0.418, 5.338, 0.897)
C (-0.531, 3.988, 0.553)
N (-0.561, 3.059, 1.520)
C (-0.526, 3.396, 2.797)
C (-0.685, 3.481, -0.816)
C (-0.694, 4.322, -1.930)
C (-0.958, 3.824, -3.192)
C (-1.244, 2.478, -3.360)
C (-1.210, 1.625, -2.268)
C (-0.891, 2.087, -0.991)
H (-0.478, 4.963, 4.258)
H (-0.321, 6.742, 2.508)
H (-0.356, 6.092, 0.130)
H (-0.548, 2.581, 3.512)
H (-0.502, 5.379, -1.821)
H (-0.955, 4.485, -4.046)
H (-1.490, 2.084, -4.335)
H (-1.453, 0.578, -2.419)
C (-2.706, -6.219, -1.969)
C (-1.419, -5.945, -1.538)
C (-1.019, -4.642, -1.298)
C (-1.927, -3.604, -1.478)
C (-3.214, -3.879, -1.940)
C (-3.607, -5.184, -2.171)
P (-1.540, -1.844, -1.201)
C (0.270, -1.797, -0.883)
C (0.837, -2.179, 0.338)
C (2.215, -2.244, 0.469)
C (3.040, -1.944, -0.608)
C (2.483, -1.584, -1.825)
C (1.109, -1.504, -1.961)
C (-2.242, -1.474, 0.450)
C (-3.058, -2.369, 1.137)
C (-3.615, -2.002, 2.349)
C (-3.445, -0.712, 2.832)
C (-2.654, 0.190, 2.141)
C (-2.005, -0.176, 0.953)
H (-2.999, -7.240, -2.163)
H (-0.719, -6.754, -1.402)
H (-0.010, -4.432, -0.974)
H (-3.899, -3.063, -2.127)
H (-4.603, -5.397, -2.527)
H (0.204, -2.452, 1.173)
H (2.641, -2.548, 1.413)
H (4.114, -2.009, -0.507)
H (3.114, -1.375, -2.676)
H (0.680, -1.215, -2.909)
H (-3.227, -3.360, 0.740)
H (-4.187, -2.715, 2.921)
H (-3.918, -0.414, 3.754)
H (-2.566, 1.205, 2.512)
C (5.364, 1.429, -0.279)
N (4.190, 1.076, 0.487)
C (4.273, 0.666, 1.766)
C (3.173, 0.351, 2.495)
C (1.908, 0.508, 1.859)
O (0.787, 0.273, 2.394)
N (1.859, 0.944, 0.579)
C (2.952, 1.200, -0.175)
O (2.898, 1.522, -1.341)
H (6.247, 0.980, 0.170)
H (5.476, 2.514, -0.315)
H (5.231, 1.068, -1.299)
H (5.269, 0.604, 2.186)
H (3.225, -0.007, 3.508)

natural (NBO) atomic charge list, values in e, 2 entries: Os 1.639; C -0.246

[3]
Formula: C34H28AsCl3HfN5O3S2
Source: OMol25
Level of theory: wB97M-V/def2-TZVPD

Its LUMO energy is -3.04 eV. The energy above the lowest of the compared OMol25 structures with the same formula, charge and spin is 95.8 kJ/mol. The calculation puts the HOMO energy at -10.31 eV. As for the spin multiplicity: 1. The charge is +1. The HOMO-LUMO gap is 7.27 eV.

Geometry (Å):
Hf (-0.176, 0.045, -0.014)
O (-4.248, -0.742, 0.776)
C (-3.065, -0.494, 0.828)
N (-2.266, 0.027, -0.155)
C (-2.750, 0.063, -1.502)
C (-3.968, 0.586, -1.889)
C (-4.317, 0.571, -3.236)
C (-3.452, 0.032, -4.175)
C (-2.220, -0.492, -3.793)
C (-1.868, -0.468, -2.450)
N (-0.657, -0.938, -1.863)
C (0.169, -1.806, -2.486)
O (0.188, -2.142, -3.659)
C (1.137, -2.458, -1.520)
C (1.927, -3.497, -1.961)
C (2.757, -4.141, -1.055)
C (2.760, -3.712, 0.259)
C (1.946, -2.652, 0.615)
N (1.143, -2.023, -0.247)
C (-2.294, -0.838, 2.082)
C (-2.969, -0.885, 3.282)
C (-2.261, -1.223, 4.422)
C (-0.910, -1.514, 4.305)
C (-0.313, -1.432, 3.063)
N (-0.982, -1.095, 1.951)
H (-4.639, 0.988, -1.143)
H (-5.272, 0.976, -3.545)
H (-3.732, 0.013, -5.221)
H (-1.548, -0.918, -4.521)
H (1.850, -3.789, -2.999)
H (3.379, -4.970, -1.368)
H (3.377, -4.183, 1.012)
H (1.952, -2.296, 1.631)
H (-4.027, -0.666, 3.285)
H (-2.750, -1.260, 5.387)
H (-0.312, -1.791, 5.162)
H (0.741, -1.632, 2.961)
Cl (2.171, 2.689, 6.620)
C (1.423, 2.321, 5.100)
C (2.115, 1.581, 4.159)
C (1.474, 1.315, 2.967)
Cl (2.238, 0.327, 1.746)
C (0.195, 1.759, 2.634)
O (-0.328, 1.467, 1.458)
C (-0.476, 2.463, 3.640)
Cl (-2.129, 2.928, 3.410)
C (0.130, 2.753, 4.850)
H (3.114, 1.219, 4.355)
H (-0.415, 3.305, 5.602)
S (-0.829, 3.248, -3.662)
C (-0.218, 2.021, -2.666)
N (-0.590, 2.014, -1.422)
C (-1.504, 3.070, -1.199)
C (-2.200, 3.339, -0.023)
C (-3.075, 4.402, -0.001)
C (-3.281, 5.205, -1.132)
C (-2.614, 4.941, -2.308)
C (-1.733, 3.860, -2.323)
H (0.438, 1.267, -3.070)
H (-2.057, 2.718, 0.843)
H (-3.618, 4.617, 0.910)
H (-3.976, 6.032, -1.087)
H (-2.779, 5.540, -3.194)
C (4.455, 1.927, -3.551)
As (3.480, 0.355, -3.067)
C (2.541, -0.146, -4.656)
C (4.771, -1.018, -2.742)
S (2.413, 0.762, -1.287)
H (5.116, 1.693, -4.385)
H (5.030, 2.265, -2.693)
H (3.746, 2.699, -3.842)
H (3.301, -0.380, -5.402)
H (1.946, 0.701, -4.995)
H (1.886, -0.996, -4.482)
H (5.489, -1.052, -3.561)
H (4.254, -1.972, -2.658)
H (5.269, -0.784, -1.805)

Löwdin atomic charge list, values in e, 2 entries: Hf 1.595; O 0.109

[4]
Formula: C34H28BF2N2O4PPdS
Source: OMol25
Level of theory: wB97M-V/def2-TZVPD

Its LUMO energy is 0.06 eV. The energy above the lowest of the compared OMol25 structures with the same formula, charge and spin is 0.0 kJ/mol. The calculation puts the HOMO energy at -7.70 eV. As for the spin multiplicity: 1. The HOMO-LUMO gap is 7.76 eV.

Geometry (Å):
Pd (0.747, -0.314, -0.629)
O (2.000, -0.434, 0.934)
C (1.643, -0.846, 2.118)
C (2.611, -1.462, 2.943)
C (2.299, -1.892, 4.210)
C (1.007, -1.740, 4.727)
C (0.053, -1.129, 3.948)
C (0.352, -0.666, 2.660)
C (-0.623, 0.118, 1.930)
N (-0.677, 0.360, 0.622)
C (-1.755, 1.195, 0.397)
C (-2.354, 1.466, 1.578)
N (-1.641, 0.774, 2.528)
H (3.603, -1.589, 2.531)
H (3.063, -2.369, 4.811)
H (0.760, -2.104, 5.715)
H (-0.955, -1.019, 4.334)
H (-2.005, 1.557, -0.582)
H (-3.198, 2.084, 1.822)
H (-1.710, 0.897, 3.524)
O (2.291, -1.049, -1.724)
S (1.992, -2.302, -2.506)
O (3.190, -3.036, -2.778)
O (0.854, -3.003, -1.952)
C (1.411, -1.635, -4.047)
C (2.051, -1.984, -5.222)
C (1.608, -1.462, -6.430)
C (0.538, -0.584, -6.452)
C (-0.095, -0.226, -5.268)
C (0.325, -0.754, -4.050)
P (-0.548, -0.327, -2.501)
C (-1.940, -1.481, -2.406)
C (-2.709, -1.761, -3.536)
C (-3.768, -2.649, -3.455)
C (-4.060, -3.270, -2.247)
C (-3.288, -3.009, -1.126)
C (-2.225, -2.121, -1.205)
C (-1.257, 1.294, -2.933)
C (-2.623, 1.526, -3.049)
C (-3.089, 2.794, -3.379)
C (-2.196, 3.827, -3.606)
C (-0.828, 3.602, -3.491)
C (-0.362, 2.345, -3.144)
H (2.895, -2.658, -5.170)
H (2.106, -1.735, -7.351)
H (0.192, -0.168, -7.389)
H (-0.918, 0.476, -5.302)
H (-2.471, -1.295, -4.484)
H (-4.358, -2.866, -4.335)
H (-4.884, -3.969, -2.186)
H (-3.498, -3.510, -0.191)
H (-1.598, -1.944, -0.341)
H (-3.325, 0.721, -2.874)
H (-4.154, 2.968, -3.460)
H (-2.559, 4.813, -3.865)
H (-0.129, 4.410, -3.659)
H (0.706, 2.169, -3.052)
C (1.002, 3.423, 0.443)
C (0.722, 3.248, 1.924)
C (1.529, 2.369, 2.648)
C (1.311, 2.142, 3.996)
C (0.291, 2.813, 4.660)
C (-0.501, 3.710, 3.959)
C (-0.292, 3.920, 2.600)
H (0.839, 2.442, -0.039)
H (2.065, 3.628, 0.296)
H (2.314, 1.830, 2.130)
H (1.932, 1.429, 4.526)
H (0.123, 2.643, 5.717)
H (-1.285, 4.256, 4.469)
H (-0.932, 4.616, 2.074)
F (0.736, 5.317, -1.199)
B (0.160, 4.449, -0.371)
F (-1.168, 4.524, -0.306)

Löwdin atomic charge list, values in e, 2 entries: Pd 0.880; O -0.195